Entry 1:
C12H25NO7P2 | ωB97M-V/def2-TZVPD

Last column: Löwdin charge in e.
Geometry (Å):
C -0.3767 -5.4163 1.5781  0.01
C 0.7361 -5.2702 0.5737  -0.54
O 1.1687 -6.1895 -0.0575  0.13
O 1.2768 -4.0261 0.4566  -0.02
C 0.3814 -3.0181 -0.0491  -0.19
C 0.8825 -2.4983 -1.3851  -0.16
C 2.0522 -1.5091 -1.2562  -0.14
C 1.8115 -0.1837 -1.9897  -0.20
O 1.9764 0.9576 -1.1158  -0.18
P 0.7515 1.3556 -0.2055  0.34
O -0.2994 0.3304 -0.1132  -0.22
O 1.4829 1.6969 1.1522  -0.13
C 0.7341 1.6319 2.3674  -0.12
C -0.1238 2.8852 2.5865  -0.43
O 0.4244 3.9436 2.6698  0.15
N -1.5308 2.7656 2.7250  -0.17
C -1.9522 1.5844 3.4615  -0.09
C -2.2580 2.9087 1.4633  -0.06
O 0.2436 2.7894 -0.6709  -0.43
P -0.4289 3.1240 -2.1959  0.87
C 0.9208 2.9330 -3.3963  -0.28
C -1.5539 1.7405 -2.5686  -0.29
H -1.1442 -6.0457 1.1355  0.09
H -0.8208 -4.4524 1.8117  0.07
H 0.0186 -5.8752 2.4795  0.09
H 0.3359 -2.1969 0.6655  0.12
H -0.6275 -3.4125 -0.1782  0.13
H 1.1584 -3.3494 -2.0066  0.12
H 0.0205 -2.0259 -1.8600  0.11
H 2.9391 -1.9671 -1.6879  0.11
H 2.2547 -1.2789 -0.2128  0.12
H 0.8409 -0.1711 -2.4790  0.09
H 2.5632 -0.0462 -2.7644  0.12
H 0.1672 0.7095 2.4422  0.10
H 1.4751 1.6374 3.1653  0.14
H -1.8654 0.6497 2.8930  0.08
H -1.3905 1.4830 4.3891  0.10
H -2.9993 1.7032 3.7356  0.09
H -3.3191 3.0216 1.6680  0.09
H -1.9097 3.8082 0.9574  0.09
H -2.0748 2.0643 0.7907  0.06
H 1.4552 3.8763 -3.4741  0.04
H 1.6387 2.1374 -3.2177  0.02
H 0.4482 2.7417 -4.3620  0.05
H -1.1135 0.8165 -2.9420  0.03
H -2.1204 1.5026 -1.6706  0.03
H -2.2496 2.1342 -3.3086  0.04

Values from the calculation:
HOMO level in eV: -9.004
E_tot in hartree: -1736.48786
Kohn-Sham gap in eV: 9.608
M in g mol⁻¹: 357.28
SMILES string: CC(=O)OCCCCO[P@@](=O)(OCC(=O)N(C)C)OP(C)C
LUMO level in eV: 0.604

***

Entry 2:
C8H9BClNO3 | ωB97M-V/def2-TZVPD

Last column: Löwdin charge in e.
Geometry (Å):
O 2.0778 -0.7893 -0.1078  0.06
Cl -1.9731 0.8883 -0.5649  0.78
O 0.7904 1.5171 4.1953  0.14
O -0.1328 3.1952 2.6108  0.16
B 0.5761 2.0683 2.9461  -0.59
C 0.9770 -0.2711 -0.1855  -0.43
C -1.4819 -2.0540 -3.1282  -0.09
C -0.2828 -2.6425 -2.7258  -0.06
C -1.9678 -0.9001 -2.5653  -0.11
C 0.3993 -2.1296 -1.6133  0.00
C -1.2681 -0.3640 -1.4943  -0.59
C -0.0777 -0.9395 -1.0182  -0.13
N 0.6923 0.8809 0.5360  0.01
C 1.3694 1.2696 1.7404  -0.09
H 0.4785 2.0905 4.9592  0.13
H -0.3125 3.6911 3.4406  0.12
H -1.9899 -2.5542 -3.9215  0.10
H -0.0040 -3.5951 -3.1742  0.11
H -2.9704 -0.5638 -2.7740  0.11
H 1.2614 -2.6382 -1.2568  0.11
H -0.1231 1.4993 0.3475  0.05
H 2.1882 1.9656 1.5710  0.11
H 1.7738 0.3755 2.1830  0.10

Values from the calculation:
Relative energy (zero: lowest compared OMol25 entry of this formula, charge and spin) in eV: 0.463
HOMO level in eV: -8.963
E_tot in hartree: -1075.86777
Kohn-Sham gap in eV: 8.988
M in g mol⁻¹: 213.43
SMILES string: O=C(NCB(O)O)c1ccccc1Cl
LUMO level in eV: 0.025

***

Entry 3:
C9H7FN2OS2 | ωB97M-V/def2-TZVPD

Last column: Löwdin charge in e.
Geometry (Å):
C -3.7080 1.4747 -0.2057  -0.04
C -2.3139 1.2681 -0.1341  -0.07
C -4.5484 0.3758 -0.4520  -0.13
C -2.7894 -1.0895 -0.1797  -0.07
C -1.8330 -0.0046 -0.1665  -0.26
C 1.3900 -1.5499 -0.2081  -0.31
C 2.1167 0.2530 -0.1136  -0.60
C -0.4530 -0.2939 -0.0778  -0.49
C 4.6430 -0.4458 0.9281  -0.20
N -4.1178 -0.9230 -0.3722  0.05
N 0.1358 -1.4923 -0.2079  0.10
O 3.9970 2.1844 -0.1722  -0.55
F 2.1958 -2.5109 -0.4494  0.14
S 0.7016 1.0711 -0.0858  1.06
S 3.9064 0.7211 -0.4386  0.86
H -4.0119 2.4449 -0.2582  0.07
H -1.7298 2.1282 -0.4660  0.10
H -5.5996 0.5904 -0.5213  0.09
H -2.5159 -2.1878 0.0845  0.14
H 5.5716 -0.7670 0.5846  0.00
H 3.9939 -1.3030 0.9849  0.01
H 4.9689 0.0560 1.9271  0.10

Values from the calculation:
Relative energy (zero: lowest compared OMol25 entry of this formula, charge and spin) in eV: 2.871
HOMO level (alpha / beta) in eV: -7.597 / -7.598
E_tot in hartree: -1427.94812
Kohn-Sham gap (alpha / beta) in eV: 6.634 / 6.640
M in g mol⁻¹: 242.30
LUMO level (alpha / beta) in eV: -0.963 / -0.958

***

Entry 4:
C4H7NO | ωB97M-V/def2-TZVPD

Last column: Löwdin charge in e.
Geometry (Å):
O -1.5891 -0.8648 0.8589  -0.03
C -1.0544 0.0180 -0.0825  -0.34
C -0.1011 1.1354 0.4636  -0.06
C 1.1009 0.4051 -0.1820  -0.24
N 1.0258 -0.9613 0.3360  0.06
C 0.1540 -0.5024 -0.8140  -0.22
H -0.8159 -1.1649 1.3731  0.09
H -1.8576 0.3427 -0.7373  0.14
H -0.1016 1.2807 1.5456  0.11
H -0.2975 2.0810 -0.0505  0.11
H 1.9658 0.8737 -0.6411  0.13
H 1.2367 -1.7531 -0.2543  0.09
H 0.3340 -0.8899 -1.8155  0.15

Values from the calculation:
Relative energy (zero: lowest compared OMol25 entry of this formula, charge and spin) in eV: 3.618
HOMO level in eV: -9.665
E_tot in hartree: -286.49868
Kohn-Sham gap in eV: 10.685
M in g mol⁻¹: 85.11
SMILES string: O[C@H]1C[C@H]2N[C@@H]12
LUMO level in eV: 1.020